60
Properties=species:S:1:pos:R:3:forces:R:3:nbo_charge:R:1 method="wB97M-V/def2-TZVPD" e_tot_ha=-1575.24234 max_force_ev_per_a=3.62 homo_ha="-0.1891 / -0.1885"
O -4.845593 0.737986 -0.690084 -0.6 0.4 2.0 -0.6333
H -5.125276 1.657061 -0.507013 0.6 -0.3 0.1 0.5705
Cd -0.784420 -0.365217 0.996078 -0.8 1.6 -1.1 1.6492
N -2.007215 1.316908 1.856435 0.8 2.5 -0.8 -0.2185
N -1.217388 1.644663 -0.566356 -1.5 2.7 1.9 -0.2047
N -1.012498 -2.659236 0.692204 1.5 -1.7 -1.8 -0.1899
N 0.090039 -1.129591 -1.029093 1.1 -2.7 -1.3 -0.2544
O -2.481466 1.031163 2.993038 -0.9 -0.3 1.4 -0.6270
O -1.946427 -3.354039 1.248638 -0.4 0.2 0.9 -0.6234
O 0.665657 -0.329451 -1.966227 -0.3 0.5 0.3 -0.6120
O -0.642542 1.840917 -1.706782 1.0 -0.6 -1.8 -0.6793
C -1.595846 2.785436 0.072905 1.0 -2.6 -2.3 0.0613
C -2.112159 2.594719 1.376115 0.0 -2.9 1.7 0.0231
C -0.183235 -3.280455 -0.171732 -1.2 1.0 2.3 0.0549
C 0.464706 -2.411901 -1.096748 0.2 3.6 0.1 0.1729
C -2.726159 3.664685 2.203912 -0.2 0.1 0.2 -0.6542
H -3.824611 3.630048 2.129921 0.1 0.1 0.2 0.1922
H -2.406162 4.661079 1.878918 -0.1 -0.3 0.1 0.2073
H -2.455481 3.535077 3.258046 -0.2 -0.1 -0.2 0.2413
C -1.406279 4.116620 -0.571312 0.1 0.3 -0.1 -0.6625
H -1.676943 4.068635 -1.632956 0.2 0.0 0.2 0.2270
H -0.356663 4.451525 -0.517362 -0.2 -0.2 -0.1 0.2210
H -2.009959 4.891456 -0.089105 0.1 -0.1 -0.1 0.1992
C 0.110246 -4.728873 -0.130451 -0.3 -0.6 -0.2 -0.6675
C 1.526049 -2.888308 -2.033274 0.3 -0.1 -0.4 -0.6831
H -0.648664 -5.234541 0.458838 0.0 -0.1 0.0 0.2528
H 1.092428 -4.925254 0.319328 -0.1 0.1 0.0 0.2166
H 0.144501 -5.181725 -1.124480 -0.1 0.0 0.0 0.2139
H 1.964954 -2.068548 -2.617439 -0.3 -0.2 0.3 0.2545
H 1.116824 -3.622854 -2.742653 0.1 0.1 0.2 0.2272
H 2.343120 -3.378030 -1.477488 -0.4 0.0 -0.1 0.2217
H -2.879817 -1.991876 1.195118 0.1 -0.1 0.4 0.5252
H 0.089307 0.554630 -1.875008 0.3 0.3 -0.3 0.5045
C -4.699182 0.289060 -2.027167 1.4 -0.4 -0.8 -0.2551
H -5.657804 0.421668 -2.485655 -0.2 0.0 -0.5 0.2129
H -4.419172 -0.756805 -1.916483 -0.3 0.0 -0.3 0.2160
H -3.845684 0.810585 -2.477627 -0.4 0.0 -0.1 0.2475
O -3.195137 -1.119366 0.779398 -1.5 -0.1 -0.7 -1.0174
H -4.313950 0.268054 0.009451 0.5 0.4 0.4 0.6067
H -3.691259 -1.522239 0.050425 0.4 -0.2 0.0 0.4497
C 1.816623 -1.145309 2.219022 -0.4 -0.2 0.0 -0.4079
N 2.839967 -0.653007 1.321949 -0.1 0.3 0.0 -0.4709
C 4.206865 -0.813724 1.795628 0.2 -0.1 0.0 -0.4063
C 2.461267 0.426708 0.552763 -1.1 0.5 -0.4 0.8164
O 1.318317 0.930989 0.668341 1.3 -0.6 0.3 -0.7264
N 3.364485 0.896577 -0.358763 0.0 -0.4 0.3 -0.4521
C 4.332328 0.013436 -0.995887 0.3 -0.1 0.0 -0.4093
C 3.081131 2.122431 -1.075439 -0.2 0.2 -0.2 -0.4030
H 2.214114 -1.993198 2.784759 -0.1 0.2 -0.1 0.2155
H 0.972948 -1.538703 1.615540 0.5 -0.1 0.5 0.1799
H 1.465639 -0.362742 2.916229 0.1 -0.3 -0.2 0.2105
H 4.707860 -1.634179 1.266831 0.1 0.2 0.2 0.1954
H 4.778886 0.110364 1.662050 -0.1 -0.2 0.0 0.2136
H 4.174523 -1.062007 2.861977 0.1 0.1 -0.2 0.2065
H 4.361443 0.229116 -2.074633 -0.1 -0.1 0.3 0.2129
H 5.345496 0.177174 -0.592390 -0.2 -0.1 -0.2 0.1892
H 4.056506 -1.043306 -0.853070 0.1 0.4 -0.1 0.2133
H 2.525257 1.929894 -2.003109 0.0 0.0 0.2 0.2121
H 2.501003 2.791849 -0.439039 0.0 -0.1 -0.2 0.2362
H 4.034500 2.593970 -1.339030 -0.1 0.0 0.1 0.1880

---

52
Properties=species:S:1:pos:R:3:forces:R:3:nbo_charge:R:1 method="wB97M-V/def2-TZVPD" e_tot_ha=-1451.43510 max_force_ev_per_a=0.30 homo_ha=-0.1749
C 0.361676 1.460116 -0.974645 0.0 -0.1 0.2 -0.6245
C -1.072683 1.075460 -1.305437 0.1 -0.1 0.0 -0.0602
O -1.619039 1.883746 -2.317812 0.0 0.0 0.0 -0.5464
C -1.847382 1.190711 -3.547926 -0.1 -0.1 0.1 -0.0784
C -0.567480 0.908447 -4.323678 0.1 0.0 0.0 -0.0740
O -0.793274 -0.127583 -5.226661 -0.2 0.0 0.0 -0.5934
C -0.534312 0.134996 -6.651877 0.1 0.1 -0.1 -0.1549
C 0.099671 -0.986396 -7.362814 0.2 -0.1 0.2 -0.8104
I 2.117472 -1.295078 -6.584653 -0.1 0.0 0.0 -0.1101
P -0.701751 -2.533055 -7.257600 -0.1 0.1 -0.1 1.3583
N -2.170948 -2.579054 -7.844539 0.0 0.0 0.1 -1.3590
H 1.056556 1.176940 -1.763206 0.0 0.1 0.0 0.2279
H 0.672621 0.941668 -0.057749 0.0 0.0 0.0 0.1611
H 0.438941 2.536126 -0.808727 0.0 0.0 0.0 0.2098
H -1.118245 0.021014 -1.602038 0.0 0.0 0.1 0.1761
H -1.696972 1.187287 -0.408116 0.0 0.0 0.0 0.1498
H -2.330376 0.227886 -3.346177 0.0 0.0 0.0 0.1679
H -2.542052 1.802784 -4.121927 0.0 0.0 0.0 0.1886
H -0.204686 1.816319 -4.821879 0.0 0.0 0.0 0.1674
H 0.215500 0.602371 -3.614576 0.0 0.0 0.0 0.1484
H -1.497704 0.342858 -7.130482 0.0 -0.1 0.1 0.2045
H 0.086228 1.036716 -6.696873 0.0 0.0 -0.1 0.1676
H -0.628672 -3.102433 -5.948389 0.0 0.0 0.0 -0.1460
H 0.232272 -3.383336 -7.894084 0.0 0.0 0.0 -0.1153
H -2.830452 -2.906974 -7.148241 0.0 0.0 -0.1 0.3498
C -0.832724 1.984417 2.879622 -0.1 0.0 -0.1 -0.6147
C 0.677766 1.787593 2.977572 0.0 0.0 0.0 -0.4474
C 1.141252 0.334589 2.973117 0.0 0.0 0.0 -0.2103
N 1.372764 -0.316281 4.326757 0.0 0.0 0.0 -0.2044
C 2.634578 0.200985 4.919551 0.0 0.0 0.0 -0.4041
C 0.205052 -0.122599 5.256338 0.0 0.0 0.0 -0.2150
C -0.824804 -1.108416 4.744628 0.0 0.0 0.0 -0.4266
C 0.018813 -2.350424 4.413917 0.0 0.0 0.0 -0.4318
C 1.434184 -1.820824 4.129756 0.0 0.0 0.0 -0.2110
H -1.371866 1.817175 3.812642 0.1 -0.1 0.0 0.1984
H -1.055309 3.002588 2.564743 0.0 0.0 0.0 0.2426
H -1.248770 1.315840 2.123292 0.0 0.1 0.0 0.2179
H 1.088169 2.344220 3.824391 0.1 0.0 0.0 0.2110
H 1.133124 2.232154 2.091146 0.0 0.0 0.0 0.2550
H 2.096622 0.231882 2.459103 0.0 0.0 0.0 0.2307
H 0.421625 -0.291117 2.445871 0.0 0.0 0.0 0.2288
H 2.561573 1.278271 5.040878 0.0 0.0 0.0 0.2331
H 3.460873 -0.038698 4.254374 0.0 0.0 0.0 0.2340
H 2.787227 -0.269485 5.887694 0.0 0.0 0.0 0.2273
H 0.554430 -0.392659 6.253626 0.0 0.0 0.0 0.2193
H -0.092742 0.921185 5.255524 0.0 0.0 0.0 0.2408
H -1.320590 -0.714380 3.857872 0.0 0.0 0.0 0.2268
H -1.593587 -1.305751 5.487850 0.0 0.0 0.0 0.2520
H -0.380082 -2.908257 3.570381 0.0 0.0 0.0 0.2470
H 0.050123 -3.025668 5.267011 0.0 0.0 0.0 0.2327
H 1.784076 -2.006449 3.117044 0.0 0.0 0.0 0.2373
H 2.173315 -2.211424 4.825406 0.0 0.0 0.0 0.2256

---

57
Properties=species:S:1:pos:R:3:forces:R:3:nbo_charge:R:1 method="wB97M-V/def2-TZVPD" relative_energy_kj_mol=985.5 e_tot_ha=-1253.45910 max_force_ev_per_a=5.04 homo_ha=-0.1886
Sr -19.167380 2.224640 -23.622380 -0.2 0.2 -0.8 0.6868
O -21.407700 4.670840 -26.868810 0.9 -1.2 -3.5 -0.5838
C -21.068910 4.557060 -28.240150 -0.6 2.1 4.5 -0.0833
C -20.582680 3.085470 -28.876090 2.6 -3.5 1.3 -0.0788
O -19.686090 2.247650 -28.188850 -2.3 2.6 -0.9 -0.5851
H -20.242990 5.247490 -28.411150 0.8 -0.4 -0.2 0.1588
H -21.888230 4.961950 -28.834190 -0.4 -0.9 -0.5 0.1603
H -20.103240 3.314150 -29.827890 -0.2 0.8 -0.2 0.1633
H -21.514130 2.544830 -29.044090 -0.5 0.2 0.3 0.1622
C -24.144600 -2.834370 -23.195570 0.6 0.9 -1.5 0.5287
O -23.174500 -2.108550 -23.320720 0.1 -0.2 0.9 -0.6260
N -24.760160 -3.358920 -24.280190 0.1 -0.1 -0.6 -0.4270
C -25.982880 -4.081050 -24.134580 -0.1 -0.5 0.1 -0.3997
C -24.253820 -3.268930 -25.665510 -0.4 -0.1 0.2 -0.4210
H -24.636990 -3.080260 -22.242000 0.1 0.0 0.0 0.1156
H -26.839370 -3.554730 -24.555900 0.0 0.1 -0.1 0.1927
H -26.183360 -4.259370 -23.078120 0.0 -0.1 0.0 0.2061
H -25.855720 -5.035070 -24.646220 -0.4 -0.2 0.1 0.1918
H -23.279980 -2.788280 -25.758900 -0.2 -0.1 0.4 0.2470
H -24.242420 -4.257890 -26.123710 0.5 -0.4 0.4 0.1925
H -24.971180 -2.797670 -26.337380 -0.1 0.7 0.4 0.1991
C -16.336760 6.332420 -18.456980 1.4 -0.6 0.4 0.5388
O -16.860870 6.178770 -19.531180 -0.3 0.5 -0.4 -0.6074
N -15.186130 7.053870 -18.220960 0.0 0.4 -0.8 -0.4437
C -14.509430 7.182580 -16.959700 -0.2 0.0 1.3 -0.4153
C -14.545520 7.822250 -19.306610 -0.2 -0.6 0.0 -0.4215
H -16.667530 5.738280 -17.591070 0.0 0.4 0.3 0.1106
H -14.847820 6.540080 -16.146810 -0.8 -0.3 -0.4 0.2143
H -14.628230 8.185360 -16.549310 0.2 0.3 -0.1 0.1924
H -13.448710 6.931870 -16.948910 0.2 0.2 -0.8 0.2000
H -14.424480 8.879110 -19.068950 -0.2 0.0 0.3 0.1957
H -13.553250 7.409470 -19.488600 0.1 0.0 0.0 0.1940
H -15.110070 7.729830 -20.234420 -0.1 -0.1 0.3 0.2420
C -12.649440 4.121060 -25.283300 -0.5 0.5 0.5 0.5369
O -13.772840 3.818400 -24.897950 1.1 0.0 -0.4 -0.6156
N -12.350550 5.254100 -25.972680 -0.1 -0.3 0.5 -0.4346
C -13.381250 6.085010 -26.474930 -1.6 0.7 -0.4 -0.4270
C -11.097270 5.507480 -26.615980 1.3 -0.8 0.1 -0.4083
H -11.721620 3.579820 -25.041610 -0.2 -0.4 0.0 0.1064
H -13.607040 5.789110 -27.499410 0.2 0.4 -0.4 0.1938
H -13.099100 7.133780 -26.382330 0.1 0.0 -0.4 0.1998
H -14.360620 6.013790 -26.001780 0.4 -0.5 0.6 0.2424
H -10.556330 6.389460 -26.273060 -0.6 0.5 0.0 0.1997
H -10.361990 4.733970 -26.394300 -0.3 -0.5 0.0 0.2085
H -11.222150 5.526380 -27.698640 0.0 0.2 -0.1 0.1979
C -15.473230 -0.565240 -17.530000 -1.1 0.5 -1.2 0.5325
O -15.920310 -0.018540 -18.520610 0.0 -0.2 -0.1 -0.6257
N -14.286970 -0.353840 -16.986890 -2.0 -1.3 2.2 -0.4279
C -14.129760 -1.078620 -15.730570 2.2 0.2 -0.4 -0.4113
C -13.267760 0.423380 -17.545720 0.5 1.0 -0.7 -0.4159
H -16.018390 -1.319670 -16.941930 -0.4 0.1 -0.2 0.0972
H -13.618980 -2.002730 -16.001170 0.3 -0.2 0.6 0.1913
H -14.997820 -1.354140 -15.131690 -0.2 0.6 -0.5 0.2204
H -13.462360 -0.408390 -15.188840 0.0 -0.6 0.7 0.2017
H -13.710830 1.339220 -17.936900 0.1 0.0 -0.3 0.2286
H -12.548420 0.742180 -16.791390 0.1 -0.3 0.0 0.2041
H -12.811000 -0.150490 -18.352040 0.5 0.3 -0.1 0.2050

---

54
Properties=species:S:1:pos:R:3:forces:R:3:nbo_charge:R:1 method="wB97M-V/def2-TZVPD" e_tot_ha=-1920.65013 max_force_ev_per_a=2.21 homo_ha="-0.2136 / -0.2136"
V -0.634341 -0.210125 0.578705 1.2 -0.6 1.3 1.5475
N -0.946339 -2.036879 0.762352 -0.2 1.4 -0.3 -0.5287
N 0.162181 -0.084108 2.256954 -0.9 -0.5 -1.0 -0.5471
N -0.101872 -0.319815 -1.424971 -0.4 0.7 0.9 -0.6197
N 0.803008 1.154343 -0.067836 -0.6 -0.6 -0.8 -0.5877
H -1.141383 -1.825249 2.846667 -0.3 -0.3 -0.3 0.2132
C -1.445401 -2.513031 2.051218 0.2 -0.2 0.1 -0.4228
H -1.012560 -3.500023 2.262252 -0.2 0.1 0.0 0.2177
H -2.542016 -2.587907 2.050317 0.1 -0.1 -0.1 0.1924
H -1.980175 -3.226132 -0.660952 0.2 0.1 0.2 0.1824
C -0.958102 -3.045505 -0.281555 0.3 -0.3 -0.2 -0.4392
H -0.562542 -3.995729 0.117635 0.0 0.3 -0.2 0.2318
H -0.325348 -2.725136 -1.117717 -0.2 -0.2 0.5 0.2398
C -0.175740 1.016276 3.134066 -0.1 0.1 0.1 -0.4265
H 0.670313 1.720282 3.231685 -0.3 -0.2 0.1 0.2051
H -1.050928 1.550562 2.734569 0.5 0.0 0.3 0.2044
H -0.446639 0.625532 4.131677 0.2 0.2 -0.2 0.2126
H 2.109964 -0.450736 2.989328 -0.2 -0.2 0.0 0.2057
C 1.190004 -1.005167 2.742762 0.3 0.0 0.0 -0.4588
H 0.831921 -1.528678 3.649920 0.1 0.3 -0.2 0.1952
H 1.457589 -1.748967 1.977292 -0.1 0.3 0.1 0.2824
C -0.617572 -0.753128 -2.723054 0.2 -0.4 0.5 -0.0470
H -1.582404 -1.250043 -2.527598 0.2 0.1 0.1 0.1906
C 0.301706 -1.768474 -3.387595 -0.1 -0.3 -0.4 -0.6099
H 0.563000 -2.620439 -2.752089 0.1 0.4 0.0 0.2383
H -0.239250 -2.178383 -4.249008 0.3 0.1 -0.1 0.2041
H 1.231790 -1.289827 -3.721248 -0.2 -0.2 0.1 0.2134
C -0.882005 0.420835 -3.647690 -0.2 -0.1 -0.3 -0.6109
H -1.450728 0.024190 -4.496377 0.3 0.3 -0.1 0.2215
H -1.495636 1.189237 -3.169238 0.2 -0.1 -0.1 0.2045
H 0.060877 0.865081 -3.991451 -0.3 -0.1 -0.1 0.2064
H 1.818862 4.370284 -0.197494 0.1 -0.1 -0.3 0.2204
C 1.444743 3.453254 -0.666765 0.1 0.2 0.1 -0.6106
H 2.092161 3.161185 -1.504349 -0.1 0.3 0.2 0.2091
H 0.428750 3.658651 -1.025403 0.2 -0.1 -0.1 0.2079
C 1.433147 2.383573 0.406158 -0.2 -0.7 0.2 -0.0376
H 0.801291 2.748998 1.230426 0.0 -0.1 -0.2 0.1827
C 2.807948 2.097780 0.977751 0.4 0.2 0.2 -0.6041
H 2.781736 1.346809 1.778037 -0.1 0.0 -0.4 0.2190
H 3.489156 1.759689 0.184427 -0.1 0.0 0.3 0.2233
H 3.202882 3.018118 1.422760 0.1 -0.1 -0.1 0.2035
H 1.349537 1.086186 -2.143225 -0.3 -0.1 0.4 0.1844
C 0.757062 0.690484 -1.297600 0.3 0.0 0.2 0.3612
C -2.576152 0.401598 1.007108 1.0 -0.9 0.1 -0.7205
H -3.083654 -0.262991 0.287050 -0.1 0.4 0.3 0.2457
H -2.847866 0.249089 2.058167 -0.1 0.1 -0.5 0.2443
C -2.231236 1.732916 0.540881 -1.5 0.6 -1.4 -0.2715
H -2.209658 2.528030 1.296925 0.8 -0.2 -0.5 0.2348
C -2.176964 2.000224 -0.802475 -0.9 0.1 1.4 -0.3237
H -2.619442 1.279591 -1.498924 0.6 0.1 0.3 0.2073
H -1.960012 2.997841 -1.185881 0.1 -0.3 0.1 0.2161
O 2.488990 -3.892554 0.409534 -0.3 2.1 0.4 -0.5549
N 2.567681 -2.963342 -0.431086 0.3 -1.2 -1.8 0.2504
O 2.449666 -1.748270 -0.145045 -0.4 -0.6 1.4 -0.5978